1.
Here is a 5-piece molecular cluster, C27H64I2NO17P4S overall in a non-equilibrium geometry from the Open Molecules 2025 dataset. Energies are from ωB97M-V with the def2-TZVPD basis set.

Frontier orbital gap (spin up / spin down): 6.42 / 6.91 eV
E_LUMO (spin up / spin down): -1.83 / -1.83 eV
Total charge: 0
Spin multiplicity: 2
HOMO level (spin up / spin down): -0.3031 / -0.3211 Eh

XYZ file:
```
116
Properties=species:S:1:pos:R:3:forces:R:3
C -1.39467 3.92712 -2.91940 0.610 0.342 0.051
C -0.34480 3.44606 -3.94088 -0.571 0.138 0.464
S -0.16764 1.63270 -4.12990 -0.107 -0.391 -0.468
C -0.87969 0.77538 -2.69995 -0.028 -0.262 0.762
C 0.15915 0.30968 -1.59232 -0.158 0.292 -1.290
C -0.65134 -0.37216 -0.45439 -0.725 0.248 -0.290
I 0.57412 -0.93341 1.26269 -0.141 0.083 -0.289
C -1.90299 0.33562 0.12790 0.546 0.380 0.583
C -1.83416 1.85557 0.35273 -0.857 -0.181 0.302
I -3.75980 -0.21183 -0.90243 0.394 -0.016 0.072
C 0.98794 -0.83078 -2.30526 0.443 0.550 0.333
C 2.54516 -0.79559 -2.18311 0.765 -2.211 -1.027
C 3.15725 -0.80506 -3.63128 -0.476 0.329 0.628
C 3.01183 -2.15994 -1.57385 -0.628 0.212 -0.627
N 3.13939 0.25989 -1.35349 -1.393 -0.007 0.128
O 3.45104 -0.08339 -0.15845 0.346 0.034 -0.112
C 2.51953 1.58323 -1.47092 0.406 2.109 0.833
C 2.91040 2.33737 -2.76919 0.994 -1.137 0.176
C 3.15662 2.45879 -0.34594 -0.476 0.000 0.233
C 0.98883 1.56650 -1.17046 0.220 -0.712 0.710
H -0.94781 3.99134 -1.91790 -0.257 -0.216 -0.155
H -2.29245 3.30298 -2.89144 0.124 0.166 -0.074
H -1.67430 4.96030 -3.16544 -0.081 -0.288 -0.020
H 0.64004 3.86076 -3.70757 -0.194 -0.015 -0.017
H -0.64911 3.82406 -4.92390 0.216 -0.347 0.077
H -1.35328 -0.14650 -3.06660 0.002 0.400 -0.237
H -1.68711 1.38872 -2.29445 0.220 -0.079 0.004
H -1.00744 -1.33037 -0.84723 0.277 0.098 0.233
H -2.05866 -0.09840 1.11849 -0.322 -0.073 -0.378
H -1.29240 2.05461 1.28807 0.256 0.016 -0.439
H -1.45742 2.43974 -0.48529 0.148 -0.184 0.181
H -2.85858 2.20459 0.54321 0.272 -0.009 -0.028
H 0.74785 -0.83092 -3.37676 0.079 0.207 0.264
H 0.67945 -1.83087 -1.96746 -0.131 0.400 0.196
H 3.08923 -1.83078 -4.01119 0.243 0.232 0.063
H 4.19755 -0.47451 -3.55131 -0.139 -0.114 -0.388
H 2.56733 -0.19878 -4.32954 0.394 0.179 0.186
H 4.10016 -2.18883 -1.48204 -0.211 -0.040 0.251
H 2.70784 -2.93533 -2.29243 0.117 0.141 0.189
H 2.48149 -2.37681 -0.64423 0.471 0.116 0.073
H 2.60103 3.38430 -2.73493 -0.291 -0.294 -0.096
H 4.01329 2.35413 -2.76257 -0.262 0.092 -0.112
H 2.62474 1.81167 -3.68027 -0.273 0.390 0.081
H 2.89195 3.50987 -0.52453 0.176 -0.208 -0.085
H 2.75487 2.19893 0.64100 0.167 -0.091 -0.224
H 4.24262 2.33486 -0.29303 -0.181 0.117 -0.224
H 0.58059 2.50859 -1.55446 -0.054 -0.385 -0.180
H 0.89284 1.65581 -0.07780 0.083 -0.092 -0.272
C -2.71188 -6.80668 4.41385 0.256 -0.370 0.266
O -2.93622 -5.61443 3.66397 -0.481 3.359 -1.180
P -2.21319 -5.52059 2.15420 2.445 -7.420 -0.275
O -2.75408 -6.80518 1.59689 -0.401 1.073 0.004
O -0.70294 -5.67032 2.75317 -0.412 0.706 0.058
C -0.18748 -4.57974 3.52444 0.203 -0.024 -0.041
O -1.56478 -4.94213 0.71024 -1.467 2.651 1.678
C -2.48769 -4.39706 -0.24329 -0.213 -0.038 -0.225
H -3.66857 -7.30764 4.55442 -0.014 0.059 -0.127
H -2.01542 -7.48662 3.93042 -0.065 0.053 -0.114
H -2.30878 -6.52467 5.38857 -0.035 0.091 -0.049
H 0.28414 -4.98253 4.42081 -0.037 -0.019 0.002
H -0.97305 -3.88501 3.82787 0.039 -0.008 0.065
H 0.55850 -4.04224 2.93611 -0.051 0.018 -0.026
H -3.05380 -3.58040 0.20555 -0.011 0.075 -0.197
H -3.17121 -5.16840 -0.60080 0.022 -0.039 0.087
H -1.91834 -4.00987 -1.08633 0.123 -0.032 0.100
C 6.42359 -6.69570 4.11613 0.492 -0.011 -0.074
O 5.02687 -6.41712 4.06234 -3.330 0.990 0.279
P 4.29386 -6.52192 2.56099 5.581 -2.372 -4.104
O 4.70754 -7.90293 2.15945 -0.870 0.522 0.712
O 5.24447 -5.36806 1.90807 -0.492 0.083 0.323
C 5.11462 -4.03325 2.40398 -0.009 0.065 -0.185
O 3.13203 -6.23519 1.38444 -0.945 0.982 3.189
C 1.85888 -6.88406 1.57042 -0.114 -0.370 -0.136
H 6.57390 -7.57781 4.73715 -0.106 -0.021 -0.058
H 6.85919 -6.86565 3.13499 -0.132 -0.052 -0.025
H 6.92295 -5.84239 4.57952 -0.108 0.014 0.008
H 6.11179 -3.62849 2.57137 0.002 -0.018 -0.003
H 4.56289 -3.99852 3.34643 0.065 0.031 0.017
H 4.59955 -3.42044 1.66282 -0.013 -0.007 0.018
H 1.42688 -6.60347 2.52605 -0.130 -0.040 -0.080
H 1.97303 -7.96798 1.52021 0.109 0.030 0.019
H 1.19023 -6.56025 0.77666 0.104 0.137 0.017
C -7.47981 0.09737 -1.09950 0.437 -0.241 0.147
O -8.83568 0.50526 -1.26133 -3.341 0.682 -0.802
P -9.65293 0.96715 0.12301 5.486 -0.474 4.884
O -8.71130 2.00223 0.65356 -0.929 -0.046 -0.837
O -9.45958 -0.48369 0.83984 -0.479 0.163 -0.374
C -10.11898 -1.61190 0.25764 -0.031 -0.059 0.145
O -10.97673 1.28466 1.11123 -0.853 -0.478 -3.364
C -11.74879 2.44952 0.77892 -0.065 0.361 0.115
H -6.84304 0.79455 -1.64347 -0.107 0.089 0.051
H -7.16819 0.05950 -0.05872 -0.091 0.123 0.009
H -7.36941 -0.89923 -1.53367 -0.110 0.034 -0.027
H -9.41215 -2.43904 0.21236 0.014 0.020 0.009
H -10.47341 -1.40199 -0.75380 0.043 -0.058 -0.008
H -10.96523 -1.89807 0.88269 -0.003 0.026 -0.013
H -12.12008 2.38717 -0.24402 -0.105 0.067 0.053
H -11.14716 3.35152 0.89812 0.062 -0.060 -0.023
H -12.59799 2.49610 1.45695 0.063 -0.136 0.038
C 5.93134 9.15432 -2.16183 -0.157 0.285 -0.415
O 6.08060 8.51265 -0.89682 0.671 -1.221 3.236
P 4.77096 7.63862 -0.33538 -4.466 0.655 -5.825
O 4.52998 6.73846 -1.50758 0.714 0.009 1.003
O 3.78247 8.93466 -0.32705 0.357 -0.186 0.473
C 4.07212 9.99175 0.59225 -0.156 0.024 0.028
O 3.78496 6.87164 0.78924 3.086 0.922 1.313
C 4.30214 5.65705 1.35793 0.014 -0.374 -0.027
H 6.64991 8.71816 -2.85425 -0.033 -0.096 0.079
H 4.92917 9.05602 -2.57075 0.007 -0.125 0.073
H 6.15620 10.21476 -2.03330 0.027 -0.055 0.099
H 3.99184 10.94033 0.06353 -0.002 -0.018 -0.019
H 5.07905 9.90928 1.00688 -0.002 0.066 -0.030
H 3.34609 9.97259 1.40546 0.019 -0.023 0.000
H 5.26250 5.83925 1.84023 -0.048 -0.107 0.097
H 4.41673 4.89686 0.58508 0.035 0.063 -0.031
H 3.59642 5.30035 2.10496 -0.074 0.152 -0.043
```
Positions in Å, forces in eV/Å.

Atom charges from the Löwdin analysis, given in e for atoms 1 to 4: -0.1458, -0.5019, 0.8986, -0.4646

***

2.
Here is a 5-piece molecular cluster, C27H64IN6O9 overall in a non-equilibrium geometry from the Open Molecules 2025 dataset. Energies are from ωB97M-V with the def2-TZVPD basis set.

Frontier orbital gap: 7.96 eV
E_LUMO: -2.68 eV
Total charge: +1
HOMO level: -0.3909 Eh

XYZ file:
```
107
Properties=species:S:1:pos:R:3:forces:R:3
O -1.57928 -1.16419 -1.21914 0.069 -0.223 0.156
C -0.81617 -0.85543 -0.05535 -0.023 -0.048 -0.192
C 0.51741 -1.59803 -0.02781 -0.350 -0.153 -0.207
O 1.66804 -0.80311 -0.32717 0.031 -0.048 -0.012
C 1.88495 0.22498 0.55777 0.121 -0.033 0.146
O 1.78388 1.50514 -0.08817 -0.333 0.129 0.163
C 1.83149 1.48224 -1.48840 0.121 0.215 0.029
C 1.72787 2.90688 -1.90674 -0.170 -0.173 -0.048
N 0.78655 3.41038 -2.71399 0.062 0.505 -0.237
C -0.31951 2.73969 -3.39393 -0.351 -0.249 0.306
O -1.52736 2.94241 -2.73219 0.049 0.285 0.211
O -1.46986 2.18451 -1.52475 0.199 -1.108 -0.702
C 0.98384 4.77126 -2.83533 0.892 0.094 0.598
C 2.07970 5.07262 -2.08029 -0.770 0.066 -0.656
N 2.52558 3.90122 -1.52367 -0.056 -0.267 0.046
C 3.69960 3.75328 -0.64177 0.211 0.125 -0.239
C 3.82319 4.89892 0.35005 -0.485 -0.367 0.106
C 2.50652 5.19478 1.06490 0.141 0.252 0.146
I 2.35141 4.27917 2.98443 0.011 -0.174 -0.013
H -1.45528 -0.47034 -1.86494 -0.069 0.193 -0.150
H -1.38366 -1.15926 0.81407 -0.313 -0.067 0.108
H -0.69641 0.22737 0.00901 0.201 0.103 0.167
H 0.48170 -2.36413 -0.79613 0.110 -0.113 -0.137
H 0.64392 -2.11028 0.92449 0.203 0.144 0.227
H 2.87978 0.15493 0.99695 0.247 -0.025 -0.129
H 1.15060 0.23547 1.35993 -0.121 0.073 0.114
H 0.99565 0.94507 -1.92339 -0.003 -0.238 -0.032
H 2.76094 1.06609 -1.87932 0.121 -0.205 -0.028
H -0.44419 3.19544 -4.36760 0.003 0.056 -0.195
H -0.12305 1.67853 -3.48782 0.236 -0.109 -0.059
H -1.32740 2.85606 -0.84188 -0.056 -0.071 -0.140
H 0.35808 5.39990 -3.43533 -0.145 0.052 -0.098
H 2.54628 6.02144 -1.91076 0.149 0.098 0.056
H 4.57478 3.71465 -1.28401 0.146 -0.031 -0.050
H 3.59891 2.80319 -0.13626 -0.124 -0.101 0.118
H 4.20059 5.79172 -0.13804 0.048 0.170 -0.077
H 4.55575 4.58137 1.08235 0.333 0.145 0.011
H 2.38490 6.25638 1.23560 -0.012 0.133 0.137
H 1.64355 4.85895 0.50579 -0.141 -0.103 -0.066
C -2.62145 6.72961 0.21274 -0.039 -0.031 -0.107
C -1.43904 5.79382 0.43623 0.006 0.157 0.134
C -1.78129 4.30291 0.29821 -0.223 0.387 0.221
O -2.46333 3.73987 1.38816 0.103 -0.077 -0.061
C -3.86970 3.93513 1.39846 -0.106 -0.030 0.080
N -0.80900 6.10418 1.72168 0.012 -0.254 -0.283
H -3.27785 6.76221 1.08102 -0.006 -0.053 0.029
H -2.26647 7.74475 0.04150 0.033 -0.013 0.047
H -3.21267 6.42638 -0.65325 -0.014 -0.005 0.002
H -0.70053 6.00605 -0.34861 0.015 -0.035 -0.014
H -0.83105 3.74960 0.24634 0.293 0.220 0.374
H -2.32711 4.10973 -0.63743 -0.253 0.465 0.140
H -4.28063 3.92086 0.38529 0.005 0.013 -0.011
H -4.14201 4.87130 1.88922 0.000 0.027 -0.072
H -4.30592 3.11473 1.96498 0.034 -0.026 -0.015
H 0.02638 5.53623 1.81305 0.045 0.070 0.165
H -1.41795 5.77009 2.46380 -0.047 0.123 0.037
C -1.98383 -6.89682 -0.19879 0.026 -0.041 -0.060
C -1.31923 -5.52413 -0.20913 -0.102 -0.076 0.071
C -0.52452 -5.20742 1.06515 0.150 0.078 -0.097
O -1.30748 -4.85703 2.18797 -0.033 -0.031 0.038
C -1.84057 -5.94487 2.92257 -0.036 0.110 0.036
N -2.31690 -4.49766 -0.51363 0.191 0.121 0.113
H -2.88450 -6.90584 0.41433 0.002 0.032 0.044
H -2.28139 -7.17486 -1.20914 -0.034 0.034 -0.006
H -1.30488 -7.66451 0.17680 0.000 0.005 0.015
H -0.59196 -5.51765 -1.02857 0.076 0.012 0.030
H 0.09429 -4.32800 0.86345 -0.021 -0.022 0.018
H 0.15816 -6.02959 1.31849 -0.054 -0.056 -0.013
H -1.15041 -6.79298 2.93461 -0.003 -0.026 -0.023
H -2.80489 -6.26795 2.52434 0.030 -0.077 -0.021
H -1.99254 -5.60405 3.94594 0.017 0.017 0.000
H -1.84693 -3.60507 -0.64304 -0.117 0.023 -0.187
H -2.89210 -4.36327 0.31365 -0.086 -0.065 -0.039
C -1.04926 0.64126 6.01974 -0.003 0.075 0.052
C -0.31939 0.78048 4.68823 -0.057 -0.189 0.086
C -1.24469 0.75147 3.46465 0.084 0.108 -0.104
O -1.73442 -0.52739 3.11291 -0.024 0.032 0.078
C -2.85915 -0.97255 3.85616 0.060 -0.159 -0.128
N 0.73989 -0.23064 4.61791 -0.058 0.055 -0.202
H -1.34105 -0.38989 6.21559 -0.013 -0.025 -0.045
H -0.39736 0.95026 6.83526 0.032 -0.030 0.000
H -1.94541 1.26339 6.04835 -0.010 -0.005 -0.009
H 0.16441 1.76231 4.68148 -0.004 0.044 -0.067
H -0.66420 1.08700 2.59692 -0.033 -0.001 -0.013
H -2.07813 1.45605 3.58318 0.012 0.011 0.053
H -3.51772 -0.13989 4.11608 0.007 0.030 0.034
H -2.55776 -1.49923 4.76316 -0.034 0.067 0.057
H -3.40692 -1.67273 3.22694 0.010 0.010 -0.026
H 1.31628 -0.06994 3.79698 0.061 0.049 0.074
H 0.30529 -1.13597 4.45897 0.013 -0.022 0.096
C 2.43185 -5.61757 -5.64627 0.007 -0.077 -0.029
C 3.20407 -5.31817 -4.36543 -0.094 0.105 -0.120
C 2.32298 -5.21736 -3.11388 0.121 -0.096 0.107
O 1.57854 -4.01703 -3.00739 -0.084 0.021 -0.004
C 0.36429 -3.98762 -3.73615 -0.039 0.205 0.126
N 4.02263 -4.11964 -4.56929 -0.019 -0.004 0.169
H 1.92108 -4.73342 -6.02750 -0.018 0.030 0.040
H 3.11629 -5.95253 -6.42414 0.026 0.035 -0.001
H 1.68932 -6.40170 -5.48865 -0.008 0.007 0.006
H 3.88666 -6.15501 -4.19256 0.002 -0.015 0.062
H 2.97549 -5.22995 -2.23710 -0.008 0.045 0.011
H 1.65334 -6.08391 -3.03326 -0.012 0.001 -0.074
H -0.11947 -4.96792 -3.75480 0.017 -0.023 -0.043
H 0.51126 -3.63046 -4.75839 -0.008 -0.120 -0.043
H -0.29910 -3.28624 -3.22733 -0.031 -0.030 0.021
H 4.63373 -3.98568 -3.76910 0.063 -0.048 -0.056
H 3.40261 -3.31479 -4.55885 -0.006 0.003 -0.073
```
Positions in Å, forces in eV/Å.

Atom charges from the Löwdin analysis, given in e for atoms 1 to 4: -0.0509, -0.2031, -0.1361, -0.0880